This record from the Open Molecules 2025 dataset describes one molecule with the formula C26H29FN2O4S2 in a non-equilibrium geometry. The level of theory is ωB97M-V/def2-TZVPD.

As for the highest occupied orbital energy: -8.96 eV. The relative energy (zero: lowest compared OMol25 entry of this formula, charge and spin) comes out at 0.00 kJ/mol. As for the orbital gap: 9.0 eV. The largest force on an atom is 0.0220 hartree/bohr. As for the structure (SMILES): CN(Cc1ccccc1)S(=O)(=O)c1ccc(S(=O)(=O)N(Cc2ccc(F)cc2)C2CCCC2)cc1.

Last column: Mulliken charge in e.
Positions of all 64 atoms, in Å:
C -6.02868 -0.46704 -0.50333  -1.15
N -4.76641 0.18612 -0.23051  0.21
C -4.64131 0.73799 1.10973  -1.50
C -3.19665 0.94042 1.47096  0.47
C -2.66799 2.21656 1.60540  -0.29
C -1.34735 2.39213 1.98271  -0.88
C -0.54664 1.29401 2.24432  -0.41
C -1.06532 0.01751 2.10113  -0.28
C -2.37888 -0.15866 1.70676  -0.39
S -4.22595 1.25400 -1.41749  1.31
O -4.30649 2.61386 -0.96688  -0.70
O -4.86266 0.90484 -2.65256  -0.75
C -2.50190 0.78219 -1.57001  0.23
C -1.50107 1.72265 -1.42296  -0.27
C -0.18463 1.34511 -1.64165  -0.49
C 0.09129 0.04057 -2.00755  -0.54
S 1.80620 -0.44064 -2.28445  1.37
O 1.83801 -1.52809 -3.21619  -0.79
O 2.53659 0.74984 -2.59035  -0.66
N 2.33746 -1.02172 -0.81881  0.22
C 2.24600 -0.06786 0.26673  0.38
C 3.19904 1.08121 0.06591  -0.10
C 4.50095 0.84285 -0.35640  -0.31
C 5.38718 1.88651 -0.53645  -0.82
C 4.95674 3.17559 -0.27933  0.33
F 5.81763 4.20169 -0.44562  -0.34
C 3.67069 3.44260 0.14849  -0.99
C 2.79444 2.38483 0.31643  0.11
C 2.16027 -2.43433 -0.55441  -0.16
C 3.23690 -2.98859 0.40475  -1.06
C 2.50080 -3.35599 1.69328  -0.53
C 1.12795 -3.79970 1.19740  -0.87
C 0.80122 -2.80759 0.07997  0.29
C -0.91308 -0.89560 -2.16913  -0.50
C -2.22750 -0.51946 -1.94775  -1.03
H -6.88503 0.13683 -0.18558  0.37
H -6.08959 -0.62275 -1.57713  0.39
H -6.05332 -1.42877 0.01102  0.35
H -5.18075 1.69123 1.18055  0.37
H -5.09420 0.02168 1.80145  0.60
H -3.29544 3.07200 1.40877  0.40
H -0.94784 3.38961 2.09066  0.41
H 0.47351 1.43033 2.57313  0.54
H -0.45020 -0.84215 2.32411  0.56
H -2.78405 -1.15408 1.59867  0.43
H -1.76917 2.73174 -1.15403  0.62
H 0.63164 2.04715 -1.57258  0.74
H 1.22235 0.31973 0.37022  -0.65
H 2.50662 -0.58784 1.19227  0.43
H 4.80944 -0.16835 -0.56972  0.28
H 6.39630 1.71621 -0.87615  0.45
H 3.36658 4.46050 0.33490  0.47
H 1.78333 2.58069 0.64421  0.48
H 2.26140 -2.89313 -1.53879  0.63
H 3.67955 -3.88360 -0.03112  0.45
H 4.03352 -2.26517 0.56597  0.19
H 2.39942 -2.48699 2.34636  0.19
H 3.01405 -4.13764 2.25116  0.45
H 1.19624 -4.80860 0.78910  0.35
H 0.37556 -3.79958 1.98524  0.39
H 0.33013 -1.91315 0.48808  -0.54
H 0.12039 -3.23724 -0.65181  0.36
H -0.65172 -1.88806 -2.49942  0.73
H -3.04556 -1.20844 -2.08167  0.46

This record from the Open Molecules 2025 dataset describes C23H16AsErO5 as an isolated structure in a non-equilibrium geometry. The level of theory is ωB97M-V/def2-TZVPD.

As for the highest occupied orbital energy (alpha / beta): -14.71 / -14.70 eV. Its expectation value of S² is 3.7548. Its net charge is +2. The relative energy (zero: lowest compared OMol25 entry of this formula, charge and spin) comes out at 0.00 kJ/mol. As for the orbital gap (alpha / beta): 5.6 / 5.7 eV. Its spin multiplicity is 4. The largest force on an atom is 0.1115 hartree/bohr.

Last column: Mulliken charge in e.
Positions of all 46 atoms, in Å:
O 0.12898 4.66277 -3.17395  -0.06
C 0.10982 3.51512 -3.22743  0.13
Er 0.01245 0.36020 -2.76726  0.53
C 0.00875 -1.99304 -2.91316  0.50
O -0.03396 -3.12976 -3.11538  -0.21
C 0.05668 -0.52863 -4.98910  0.31
O 0.08503 -1.02947 -6.04287  -0.31
C 2.15837 -0.40693 -3.62009  0.41
O 3.11051 -0.84845 -4.10202  -0.12
C -2.10152 -0.44791 -3.65864  0.40
O -3.01660 -0.92187 -4.18094  -0.12
H 0.01937 0.74812 -4.70776  0.07
C -0.72967 3.93411 2.99343  -0.48
C 0.14409 4.05934 1.90432  -0.68
C 0.35775 2.97212 1.04680  -0.26
C -0.29026 1.74799 1.28726  -0.15
C -1.15741 1.61860 2.38122  -0.07
C -1.37905 2.71908 3.22910  -0.72
As 0.02324 0.29561 0.03489  0.76
C 1.64173 -0.53102 0.77462  0.35
C 2.13891 -1.69666 0.16973  -0.04
C 3.43402 -2.13218 0.47205  -0.84
C 4.21973 -1.42473 1.39014  -0.56
C 3.69549 -0.30139 2.03778  -0.68
C 2.39718 0.14096 1.74354  -0.39
C -1.41617 -0.94072 0.55686  0.18
C -1.15354 -2.17972 1.16195  -0.16
C -2.21088 -3.07538 1.34854  -0.74
C -3.50590 -2.74474 0.96190  -0.52
C -3.76615 -1.49090 0.37970  -0.81
C -2.71529 -0.58806 0.18090  -0.15
H -0.90746 4.78918 3.65611  0.40
H 0.66030 5.00059 1.71528  0.41
H 1.01839 3.07965 0.18804  0.33
H -1.66730 0.67712 2.56985  0.41
H -2.07080 2.61229 4.06989  0.41
H 1.52722 -2.25448 -0.54515  0.48
H 3.83010 -3.02409 -0.01942  0.43
H 5.24300 -1.74960 1.60009  0.41
H 4.29554 0.24678 2.76368  0.42
H 1.97662 1.00912 2.25287  0.41
H -0.14280 -2.42910 1.47726  0.51
H -2.00667 -4.04634 1.80273  0.42
H -4.32824 -3.44769 1.10698  0.43
H -4.77638 -1.21374 0.08284  0.43
H -2.91720 0.38788 -0.27717  0.50

This record from the Open Molecules 2025 dataset describes a 2-piece molecular cluster, C7H15NO overall in a non-equilibrium geometry. The level of theory is ωB97M-V/def2-TZVPD.

As for the highest occupied orbital energy: -9.48 eV. The relative energy (zero: lowest compared OMol25 entry of this formula, charge and spin) comes out at 239.83 kJ/mol. As for the orbital gap: 10.1 eV. The largest force on an atom is 0.1037 hartree/bohr. As for the structure (SMILES): C1CCCC1.CC(N)=O.

Last column: Mulliken charge in e.
Positions of all 24 atoms, in Å:
C -0.80314 -0.59886 0.47848  -0.63
C -0.33606 0.22619 -0.81970  0.02
C -1.37125 1.36759 -0.91507  -0.76
C -1.73588 1.64755 0.55616  -0.53
C -1.98978 0.26332 1.02462  -0.79
H -1.13629 -1.58858 0.23692  0.31
H -0.02229 -0.60359 1.17287  0.25
H -0.17351 -0.27560 -1.72981  0.53
H 0.71443 0.64952 -0.52619  -0.25
H -2.30683 1.04349 -1.41154  0.32
H -0.93259 2.25747 -1.48125  0.31
H -2.70921 2.24956 0.70732  0.28
H -0.97694 2.15490 1.18045  0.28
H -2.77236 -0.22733 0.47020  0.30
H -2.19794 0.14279 2.11870  0.36
C 2.73487 -0.21657 0.28614  -1.11
C 2.04773 -1.16260 -0.74702  0.51
N 1.08112 -1.84415 -0.21160  -0.36
O 2.43221 -1.24216 -1.92753  -0.68
H 3.85137 -0.13810 0.19010  0.35
H 2.48643 -0.42219 1.26561  0.40
H 2.42049 0.81223 0.00006  0.35
H 0.67283 -2.72997 -0.75790  0.28
H 1.02259 -1.76493 0.83999  0.29

This record from the Open Molecules 2025 dataset describes a 4-piece molecular cluster, C5H8 overall in a non-equilibrium geometry. The level of theory is ωB97M-V/def2-TZVPD.

As for the highest occupied orbital energy: -8.92 eV. The relative energy (zero: lowest compared OMol25 entry of this formula, charge and spin) comes out at 1005.59 kJ/mol. As for the orbital gap: 8.0 eV. The largest force on an atom is 0.0871 hartree/bohr.

Last column: Mulliken charge in e.
Positions of all 13 atoms, in Å:
C 1.97190 0.82629 0.41063  -0.89
C 0.52996 0.80361 1.12759  -0.38
C -0.32070 -0.14481 0.42383  0.26
C -1.20972 -0.60813 -0.30652  0.07
C -2.04693 -1.30748 -1.21238  -1.06
H 2.58225 1.77032 0.69175  0.29
H 1.70907 1.11826 -0.70961  0.25
H 2.59916 -0.20025 0.62165  0.26
H 0.74239 0.36496 2.14401  0.22
H 0.20329 1.87029 1.17668  0.29
H -3.54962 -1.17237 -0.39070  0.23
H -1.97670 -0.43841 -2.79570  0.22
H -1.23437 -2.88230 -1.18124  0.21

Among the records above, which one has the highest relative energy (zero: lowest compared OMol25 entry of this formula, charge and spin)? C5H8